No. 1
10
Properties=species:S:1:pos:R:3:forces:R:3 method="wB97M-V/def2-TZVPD" largest_force_ev_per_a=4.22 spin_multiplicity=1 total_energy_ha=-5791.2118 e_lumo_ev="-2.52 / -0.75" relative_energy_kj_mol=272.1 homo_lumo_gap_ev="6.1 / 9.0"
C -3.028674 1.099243 -0.182914 1.2448 -1.2910 0.6368
N 1.879044 -1.293412 0.495733 -0.5305 2.1610 -1.7418
O 1.846430 -0.092926 -1.674861 -0.7074 1.0128 1.9990
O 2.475718 1.019906 0.569331 0.1048 1.4062 0.1613
S 1.613720 0.205700 -0.236661 1.9282 -3.2910 -1.8020
Br -1.180786 0.960162 0.250008 -1.3346 0.6261 -0.0913
Br -3.886966 -0.559584 -0.193780 -0.1875 0.7651 -0.1894
H -3.443380 2.040002 -0.481784 -0.2159 0.0373 -0.2056
H 1.568606 -2.090996 0.029597 -0.6044 -1.3396 -0.5553
H 2.156288 -1.288093 1.425327 0.3025 -0.0868 1.7882

No. 2
130
Properties=species:S:1:pos:R:3:forces:R:3 method="wB97M-V/def2-TZVPD" largest_force_ev_per_a=9.41 spin_multiplicity=1 total_energy_ha=-156469.8757 e_lumo_ev=-1.78 relative_energy_kj_mol=1748.7 homo_lumo_gap_ev=6.5
O -2.490946 7.271929 0.291490 7.5169 -2.7503 -3.2129
C -1.308231 6.843151 -0.182097 -4.4725 1.7733 1.7373
C -0.453812 5.654405 0.589307 -3.1012 2.0955 -1.6701
C -0.601003 4.304283 -0.341868 -1.1707 -0.4745 -1.0367
C 0.781118 3.827926 -1.083720 -1.3849 -3.2153 -1.2791
C 0.780151 2.448343 -1.641615 1.7264 5.2456 0.6086
S -0.651170 1.239942 -1.620639 1.3498 1.9306 -0.1644
C 2.309979 2.345513 -2.227148 0.4877 -5.5667 0.2580
O 3.006420 1.210633 -2.344209 -4.1222 8.4383 0.2786
O 2.695925 3.755731 -2.512728 0.7582 -0.9055 2.8650
C 2.215197 4.575826 -1.351616 0.7572 2.2535 2.1016
O 2.839775 5.585474 -0.739796 -4.2580 -6.9231 -4.7428
N -0.724661 7.388291 -1.471078 -0.9304 -2.3258 0.2011
C -1.350075 6.763935 -2.701799 -1.8468 -1.9900 -4.2115
C -0.443267 5.813969 -3.719610 -3.0129 0.1969 -0.8801
C -1.061040 5.101025 -5.061463 -2.6773 2.4993 2.7409
C -2.651239 5.287864 -5.438545 1.6572 2.0411 3.5340
C -3.594538 6.215798 -4.466899 5.3290 -0.6241 -0.8061
C -2.948070 6.960778 -3.132283 4.0403 -0.9115 -1.7865
H -1.013134 5.430197 1.597741 0.8353 1.1041 -2.2253
H 0.665130 5.926220 0.797789 -2.5222 0.8113 -1.1417
H -0.892599 3.423908 0.409902 0.3612 1.8289 -2.3081
H -1.526328 4.368492 -1.093259 2.2439 0.2768 1.1775
H -1.779946 2.039014 -1.988094 1.8179 -0.4282 0.4639
H 0.333730 7.274020 -1.473691 -1.8822 -0.1357 -0.1417
H 0.712817 5.652375 -3.479771 -2.7544 0.4209 -0.6019
H -0.356057 4.450767 -5.741086 -2.0453 1.9769 1.8173
H -3.074190 4.752410 -6.400011 0.8551 1.2988 2.2763
H -4.724547 6.363617 -4.754703 2.9082 -0.1953 0.1329
H -3.635623 7.641715 -2.448932 2.6312 -1.2380 -1.7930
C 1.819876 2.881095 2.698976 0.4891 0.0151 0.1099
Br 2.650798 1.463737 1.657356 -0.2239 0.2671 0.1101
Br 0.855982 4.138680 1.570544 4.7939 -3.9500 5.7969
Br 0.694193 2.171732 4.118027 0.2354 0.2890 -0.3599
H 2.628850 3.439434 3.181515 -0.3196 -0.3367 -0.1360
C 5.872825 -0.837923 2.453225 -0.0880 0.3095 0.0552
Br 5.031451 -1.254904 0.749546 0.2081 0.0414 0.4480
Br 4.605417 -0.923195 3.926443 0.3706 -0.0847 -0.3546
Br 7.437077 -1.947520 2.778759 -0.3830 0.1804 -0.1384
H 6.222706 0.197861 2.391895 -0.1365 -0.4835 0.0133
C -3.713814 -1.571981 -0.007089 -0.2869 0.0985 0.2624
Br -2.769463 -1.220199 1.656869 -0.1113 -0.1649 -0.5705
Br -2.844154 -0.723466 -1.526195 -0.6420 -0.7097 0.2217
Br -3.983011 -3.476460 -0.297880 0.1343 0.5081 0.0446
H -4.706484 -1.119443 0.086927 0.4425 -0.1884 -0.0738
C 3.173219 3.608358 -6.257649 0.2519 -0.0917 0.2943
Br 4.239983 2.169051 -7.015743 -0.5210 0.3916 0.1321
Br 3.593686 5.325579 -7.069025 -0.1048 -0.3782 0.1517
Br 1.269337 3.217114 -6.336563 1.3448 -0.5163 -0.3376
H 3.441074 3.680980 -5.198401 -0.1391 -0.0029 -0.4353
C -1.181501 -2.541426 5.335296 0.0270 -0.0373 0.2469
Br -0.114736 -3.980734 4.577201 -0.4758 0.3724 0.0164
Br -0.761033 -0.824205 4.523920 -0.0898 -0.5328 0.1837
Br -3.085382 -2.932671 5.256382 0.4479 0.0921 -0.1282
H -0.913646 -2.468804 6.394544 -0.1272 -0.0406 -0.4690
C 3.715043 -5.359279 5.282952 -0.1633 -0.0885 -0.0460
Br 3.119533 -3.794694 6.273782 0.3741 -0.3538 -0.1168
Br 4.948054 -4.885533 3.854939 -0.3122 0.1159 0.4680
Br 4.456573 -6.720947 6.457713 -0.1261 0.4992 -0.1707
H 2.828732 -5.793971 4.809116 0.3558 0.1704 0.2095
C -6.186447 5.464685 -1.124728 -0.8238 0.4182 0.1999
Br -5.242097 5.816467 0.539230 -0.2895 -0.0998 -0.5380
Br -5.316787 6.313200 -2.643834 -3.9089 -1.9566 2.7982
Br -6.455645 3.560206 -1.415520 0.1505 0.4331 0.0346
H -7.179117 5.917223 -1.030712 0.3716 -0.3302 0.0932
C 5.741448 -1.541676 -8.378932 0.1338 -0.0614 0.2125
Br 6.808212 -2.980985 -9.137028 -0.2993 0.4012 0.1517
Br 6.161914 0.175545 -9.190309 -0.1491 -0.4314 0.0858
Br 3.837566 -1.932921 -8.457847 0.7058 -0.0147 0.0591
H 6.009302 -1.469054 -7.319685 -0.1282 -0.0117 -0.4700
C 2.173972 -10.515288 6.264689 -0.1542 -0.1869 0.0052
Br 1.719994 -9.814146 8.021564 0.1712 -0.1273 -0.4646
Br 2.005749 -9.160377 4.879089 -0.0149 -0.3814 0.2791
Br 3.930524 -11.350990 6.250651 -0.4022 0.3339 0.0129
H 1.444962 -11.299489 6.035353 0.3404 0.3660 0.0861
C -5.632294 -4.121675 8.536205 0.2097 0.0224 -0.0151
Br -3.946182 -3.264650 8.990998 -0.3968 -0.2336 0.0726
Br -5.421361 -6.036600 8.266873 -0.0659 0.5166 0.0997
Br -7.021493 -3.722339 9.838020 0.4001 -0.0847 -0.3364
H -5.958476 -3.698307 7.580490 0.3134 -0.2528 0.7944
C 9.004230 2.580156 -7.856530 -0.0038 -0.0372 -0.2420
Br 10.666979 3.589282 -7.891635 -0.4305 -0.2447 0.0637
Br 9.106317 1.058724 -6.648725 -0.0220 0.4223 -0.2305
Br 7.475873 3.716878 -7.461494 0.4829 -0.2894 -0.0777
H 8.852437 2.179044 -8.864048 0.0670 0.1606 0.4622
C 9.766229 -3.577805 5.431856 -0.1006 0.0613 -0.1461
Br 11.452341 -2.720780 5.886650 -0.4211 -0.2359 -0.0802
Br 9.977162 -5.492731 5.162525 -0.0660 0.4855 0.1029
Br 8.377030 -3.178470 6.733671 0.3662 -0.1352 -0.3396
H 9.440047 -3.154438 4.476142 0.1603 -0.1878 0.4617
C 4.650090 -14.585029 3.725831 0.1820 0.1250 0.1016
Br 5.481011 -16.002386 2.684211 -0.2670 0.3696 0.2562
Br 3.686195 -13.327444 2.597400 0.1450 -0.3567 0.2490
Br 3.524406 -15.294392 5.144883 0.2454 0.1560 -0.4067
H 5.459064 -14.026689 4.208370 -0.3651 -0.2093 -0.2284
C 6.048057 -9.716358 2.330715 -0.3466 -0.0599 -0.0862
Br 5.452547 -8.151772 3.321545 0.4086 -0.6347 -0.4225
Br 7.281066 -9.242613 0.902702 -0.2679 -0.1185 0.4104
Br 6.789586 -11.078026 3.505476 -0.0196 0.3327 -0.2418
H 5.161746 -10.151050 1.856879 0.4117 0.1349 0.2125
C -9.339814 -3.307912 6.397272 -0.1801 0.1337 0.3341
Br -7.475413 -3.517158 5.882949 -0.8218 0.0776 -0.5030
Br -10.491051 -3.039518 4.852413 0.3775 -0.1293 0.3314
Br -9.953309 -4.780679 7.510217 0.1641 0.3642 -0.4313
H -9.403625 -2.399508 7.005347 0.0600 -0.4047 -0.2884
C -4.480510 2.809761 3.362788 -0.1835 0.1642 0.0327
Br -3.164277 3.064698 1.953234 -0.2018 -0.2284 0.3488
Br -5.361544 1.080856 3.226264 0.2375 0.4482 0.0684
Br -3.714899 3.094794 5.128195 -0.1376 -0.1350 -0.4839
H -5.252018 3.573889 3.221691 0.3530 -0.3234 0.0130
C 7.002950 7.809995 -7.888604 -0.0483 -0.2165 -0.0358
Br 5.577419 9.090578 -7.553536 0.3606 -0.3065 -0.0692
Br 8.185152 8.400079 -9.316250 -0.2907 -0.1224 0.3950
Br 7.985852 7.380035 -6.265920 -0.2518 0.2022 -0.4133
H 6.527488 6.884272 -8.229186 0.2197 0.3913 0.1451
C -0.776693 0.228095 -9.122702 -0.1676 -0.2215 -0.1276
Br -1.230673 0.929237 -7.365827 -0.0026 -0.2225 -0.4058
Br -0.944917 1.583006 -10.508302 0.0939 -0.3119 0.3997
Br 0.979857 -0.607607 -9.136739 -0.5698 0.4864 -0.0171
H -1.505705 -0.556107 -9.352038 0.3100 0.3871 0.1267
C -10.734824 5.865848 -1.068951 -0.1844 -0.1933 -0.0506
Br -12.160355 7.146431 -0.733883 0.4282 -0.3039 -0.0779
Br -9.552623 6.455932 -2.496597 -0.2510 -0.0942 0.3549
Br -9.751923 5.435888 0.553733 -0.1767 0.1615 -0.4053
H -11.210287 4.940124 -1.409533 0.2357 0.4268 0.1538
C -13.604336 -3.370197 2.654897 0.1318 0.0737 0.0972
Br -12.773415 -4.787555 1.613278 -0.2452 0.3560 0.2646
Br -14.568231 -2.112612 1.526466 0.2216 -0.3521 0.2768
Br -14.730020 -4.079560 4.073948 0.2866 0.1717 -0.4044
H -12.795362 -2.811858 3.137437 -0.4093 -0.2349 -0.2273